1.
18
Properties=species:S:1:pos:R:3 method="wB97M-V/def2-TZVPD" fmax_ev_per_a=4.69 orbital_gap_ha=0.0922 e_lumo_ev=-13.1 spin_multiplicity=1 homo_ev=-15.64 charge=+3
Sr -3.68041 -0.72274 -3.75796
Sr 2.72010 0.13996 -0.86616
Sr 1.66899 3.70034 -2.80238
Cl -1.02007 1.33843 -1.34351
O 0.09793 0.42184 -1.50328
O -0.76821 2.54767 -2.15707
O -2.24625 0.68195 -1.78557
O -1.15046 1.74807 -0.01869
Cl 0.80922 0.71613 2.87428
O 1.59065 1.34719 3.86880
O 0.59599 -0.67104 3.12195
O -0.46997 1.33975 2.67429
O 1.53862 0.86636 1.58865
Cl 0.03961 -2.70292 0.05927
O 1.18501 -1.79372 -0.18795
O -1.14863 -1.89582 0.03402
O -0.03961 -3.63211 -1.04909
O 0.27748 -3.42936 1.25041

=====

2.
6
Properties=species:S:1:pos:R:3 method="wB97M-V/def2-TZVPD" fmax_ev_per_a=3.20 orbital_gap_ha="0.3541 / 0.2887" relative_energy_kcal_mol=3.0 e_lumo_ev="0.3 / -2.8" spin_multiplicity=3 homo_ev="-9.32 / -10.63" charge=0
O 2.35034 1.05823 -0.41423
O -0.50909 -1.11088 1.61414
P 0.93067 0.57242 -0.34752
Cl -1.89310 -0.87720 1.02853
Cl 0.31912 -0.32662 -1.96848
Cl -0.41021 2.02536 -0.08877

=====

3.
10
Properties=species:S:1:pos:R:3 method="wB97M-V/def2-TZVPD" fmax_ev_per_a=2.17 orbital_gap_ha=0.3646 relative_energy_kcal_mol=0.0 e_lumo_ev=0.3 spin_multiplicity=1 homo_ev=-9.66 charge=0
S -1.41704 -1.17501 -1.58034
Si -0.49665 -0.15076 0.16618
S -1.42644 1.75264 0.28379
Cl -0.85049 -1.27576 1.87693
Si 1.76736 0.04461 -0.20197
Cl 2.24029 1.02868 -1.95913
Cl 2.47784 -1.76440 -0.33062
Cl 2.45820 0.97287 1.41780
H -2.71521 -0.89864 -1.12310
H -2.03786 1.46576 1.45045

=====

4.
8
Properties=species:S:1:pos:R:3 method="wB97M-V/def2-TZVPD" fmax_ev_per_a=1.27 orbital_gap_ha=0.2921 relative_energy_kcal_mol=34.4 e_lumo_ev=-1.0 spin_multiplicity=1 homo_ev=-8.91 charge=0
Si -0.65658 2.62616 1.17396
Si -1.36556 -1.47410 -0.57492
Cl -1.21953 0.12521 -1.91181
Cl 0.62731 2.75267 -0.46390
Cl -2.43697 -0.83284 1.05793
Cl -2.63957 -2.85770 -1.41812
H 0.21195 1.74376 2.23299
H -0.02288 -1.96612 -0.20218

=====

5.
5
Properties=species:S:1:pos:R:3 method="wB97M-V/def2-TZVPD" fmax_ev_per_a=0.59 orbital_gap_ha=0.3126 relative_energy_kcal_mol=1.5 e_lumo_ev=6.4 spin_multiplicity=1 homo_ev=-2.11 charge=-2
Mg 0.04469 0.05204 0.01356
Cl -2.24630 -0.39256 -0.14099
Cl 0.73934 0.15868 -2.23619
Cl 0.49550 1.99936 1.14700
Cl 0.96676 -1.81752 1.21662

=====

6.
44
Properties=species:S:1:pos:R:3 method="wB97M-V/def2-TZVPD" fmax_ev_per_a=11.68 orbital_gap_ha=0.0461 e_lumo_ev=-0.1 spin_multiplicity=1 homo_ev=-1.33 charge=-3
Mg 0.08517 0.21470 -0.29369
Mg 3.18340 3.39998 1.96953
Mg -0.81457 -1.03914 4.06357
Cl 4.35106 -1.93830 1.61528
O 2.97131 -1.89020 1.20910
O 4.89069 -0.67679 1.41133
O 4.63579 -2.54726 2.84166
O 4.78405 -2.86049 0.55704
Cl 0.50979 -0.19753 -3.82314
O 0.82642 1.17969 -4.22867
O 0.12223 -0.09146 -2.42191
O -0.65540 -0.78585 -4.56243
O 1.77537 -0.85086 -3.88947
Cl -2.74972 -5.07402 -0.73575
O -2.42114 -5.18600 0.74171
O -2.20451 -6.31475 -1.25512
O -4.14606 -4.88530 -0.78124
O -1.91579 -4.16038 -1.41027
Cl 0.39446 5.44828 -2.90879
O -0.56922 5.61572 -4.00174
O 0.86025 6.76027 -2.55577
O -0.19050 4.70360 -1.86293
O 1.57492 4.65997 -3.42373
Cl -2.97905 0.58450 -0.88531
O -2.01154 0.13971 0.06377
O -2.65418 1.86540 -1.46124
O -3.00385 -0.32230 -1.98335
O -4.28530 0.60634 -0.27391
N 2.70354 1.83195 -0.56428
O 3.29004 2.44062 0.40250
O 1.67820 1.27207 -0.50318
O 3.07890 1.92241 -1.72043
N 0.99256 1.13656 2.73454
O 1.92554 1.90804 2.71267
O 0.20324 1.14184 1.75802
O 0.73637 0.43720 3.78850
N 0.03683 -2.42192 1.16417
O 0.18288 -1.73197 0.16914
O 0.11929 -3.60963 1.31572
O -0.41406 -1.84684 2.17587
N -3.71223 0.30634 3.66836
O -4.47088 0.39891 2.77267
O -2.59069 0.05046 3.54166
O -4.12364 0.40641 4.86954